Density functional theory data (the ωB97M-V functional and the def2-TZVPD basis) for a structure of composition C58H69ClF7IN2O3Si2.

Positions of all 143 atoms, in Å:
C (-1.099100, 6.456602, 3.065025)
C (-0.872857, 6.921027, 1.538568)
Si (-1.196464, 5.505800, 0.255592)
C (-3.037769, 5.757349, -0.306697)
C (-3.828167, 4.446097, 0.175523)
C (-5.443608, 4.577517, 0.038459)
C (-6.028417, 3.120345, 0.397647)
C (-7.625366, 3.027795, 0.393918)
C (-7.997094, 1.492694, 0.777967)
O (-8.287949, 0.782590, -0.445437)
C (-8.187765, -0.650773, -0.194805)
O (-0.159236, 5.862904, -1.104721)
C (-0.606954, 5.266512, -2.281076)
N (-1.059651, 4.803282, -3.282980)
O (-1.010316, 3.922195, 0.914486)
Si (0.625873, 3.518476, 1.312437)
N (1.568492, 4.836526, 2.051733)
C (1.490555, 3.088542, -0.372186)
C (2.926652, 2.422565, -0.054659)
C (3.938617, 2.506413, -1.314486)
I (4.531009, 0.483478, -1.974574)
C (0.824645, 1.970472, 2.420391)
C (-0.519342, 1.453084, 3.128666)
C (-1.341529, 0.465913, 2.139253)
Cl (-1.550429, 2.768132, 3.878396)
H (-1.723764, 5.504263, 3.049699)
H (-1.690829, 7.235783, 3.674956)
H (-0.063469, 6.316256, 3.528408)
H (-1.607241, 7.789319, 1.340172)
H (0.175490, 7.361275, 1.455140)
H (-3.131976, 5.987559, -1.417839)
H (-3.500931, 6.654855, 0.254012)
H (-3.642977, 4.183300, 1.282617)
H (-3.427197, 3.552899, -0.423171)
H (-5.742965, 4.922634, -1.013156)
H (-5.768022, 5.337128, 0.828962)
H (-5.626103, 2.860784, 1.448048)
H (-5.534552, 2.355426, -0.305722)
H (-7.985824, 3.274728, -0.659651)
H (-8.045384, 3.780312, 1.139159)
H (-7.038553, 1.029474, 1.224039)
H (-8.823993, 1.458060, 1.561787)
H (-7.169813, -0.921204, 0.270707)
H (-9.021330, -1.008366, 0.512142)
H (-8.256389, -1.195588, -1.198607)
H (2.549086, 4.790430, 1.743433)
H (1.575679, 4.788938, 3.085467)
H (1.691065, 4.010424, -1.013026)
H (0.790454, 2.408045, -0.974404)
H (2.753540, 1.313621, 0.145098)
H (3.348754, 2.958397, 0.870785)
H (3.512834, 3.130036, -2.173602)
H (4.887440, 3.035785, -0.945789)
H (1.568851, 2.210056, 3.262341)
H (1.276494, 1.073848, 1.855635)
H (-0.178121, 0.778333, 3.999035)
H (-1.658150, -0.454236, 2.779859)
H (-2.286320, 0.932446, 1.713258)
H (-0.642003, 0.035121, 1.335074)
F (-2.156358, -2.681187, 2.850510)
C (-2.688171, -3.189015, 1.724364)
C (-3.765497, -2.547117, 1.132609)
C (-4.313977, -3.066986, -0.035723)
C (-3.785765, -4.228367, -0.593505)
C (-2.707171, -4.866857, 0.011446)
C (-2.151288, -4.342179, 1.173804)
H (-4.168755, -1.648702, 1.585811)
H (-5.152202, -2.568253, -0.510466)
H (-4.216529, -4.636131, -1.501857)
H (-2.299581, -5.773692, -0.422000)
H (-1.305865, -4.822375, 1.653201)
F (0.839252, -5.438733, 3.216289)
C (1.514623, -4.346820, 3.611959)
C (2.786907, -4.488741, 4.143154)
C (3.487987, -3.357348, 4.547971)
C (2.904482, -2.098583, 4.426791)
C (1.624059, -1.969536, 3.896355)
C (0.926648, -3.099261, 3.481210)
H (3.221370, -5.477112, 4.237267)
H (4.487242, -3.456101, 4.957914)
H (3.450598, -1.216730, 4.746972)
H (1.169077, -0.988873, 3.806212)
H (-0.067156, -3.016141, 3.058005)
F (-4.251424, -5.753909, -3.638312)
C (-4.360287, -4.903217, -4.672830)
C (-3.518476, -3.805644, -4.739067)
C (-3.626132, -2.926203, -5.811122)
C (-4.582249, -3.149775, -6.798992)
C (-5.426240, -4.253731, -6.718680)
C (-5.311591, -5.139264, -5.652230)
H (-2.788383, -3.643722, -3.958474)
H (-2.966615, -2.067171, -5.876621)
H (-4.668656, -2.460809, -7.632953)
H (-6.173223, -4.424337, -7.486369)
H (-5.954180, -6.008700, -5.577836)
F (4.551090, 2.852032, 4.441146)
C (5.267918, 2.200631, 5.374061)
C (6.168266, 1.223102, 4.980692)
C (6.913447, 0.552542, 5.945638)
C (6.741364, 0.860161, 7.293094)
C (5.830522, 1.840454, 7.676261)
C (5.093170, 2.518947, 6.711333)
H (6.282467, 0.991468, 3.927653)
H (7.625724, -0.208558, 5.648089)
H (7.319583, 0.333643, 8.045385)
H (5.694687, 2.076062, 8.726247)
H (4.386052, 3.291042, 6.991028)
F (9.011680, -1.102317, 3.931173)
C (8.724459, -0.927939, 2.630561)
C (8.105305, -1.948965, 1.927881)
C (7.801262, -1.764930, 0.583539)
C (8.130380, -0.566664, -0.044875)
C (8.757271, 0.449573, 0.669268)
C (9.051295, 0.270887, 2.016922)
H (7.863886, -2.877372, 2.432199)
H (7.308681, -2.553902, 0.025837)
H (7.896108, -0.425790, -1.094878)
H (9.016125, 1.380798, 0.177032)
H (9.530551, 1.054700, 2.591805)
F (-0.849629, -3.010273, -3.723029)
C (-0.700143, -1.677105, -3.622418)
C (-1.389438, -0.989423, -2.635978)
C (-1.232146, 0.388508, -2.527945)
C (-0.395770, 1.063281, -3.413927)
C (0.287373, 0.361775, -4.403604)
C (0.139079, -1.017265, -4.505586)
H (-2.042464, -1.531244, -1.960496)
H (-1.760863, 0.936279, -1.754763)
H (-0.276705, 2.139198, -3.331478)
H (0.935399, 0.889569, -5.094877)
H (0.670229, -1.580660, -5.263879)
F (3.199106, -7.800694, -6.358410)
C (2.515781, -6.652420, -6.486637)
C (2.649235, -5.907428, -7.647614)
C (1.937283, -4.720265, -7.782530)
C (1.108613, -4.286535, -6.750622)
C (0.986367, -5.040526, -5.587106)
C (1.689490, -6.233432, -5.456083)
H (3.305130, -6.256851, -8.436320)
H (2.028259, -4.133315, -8.690022)
H (0.556739, -3.357822, -6.855253)
H (0.344077, -4.699429, -4.783399)
H (1.599688, -6.837837, -4.561212)

Forces on the atoms, in the same order (eV/Å):
C -0.182 0.215 -0.342
C 0.261 0.844 0.592
Si -1.559 0.880 1.289
C -0.388 -0.448 0.840
C -0.845 0.023 -0.472
C 1.086 -0.995 0.326
C 0.289 0.791 0.197
C 0.997 -0.920 -0.043
C 0.936 1.262 -0.109
O 0.255 -1.155 1.518
C 0.036 -0.301 -0.246
O -1.576 -2.244 -2.918
C -0.507 0.145 -0.272
N 1.862 1.612 3.703
O 2.053 1.921 -0.502
Si 0.480 -0.407 -1.053
N -0.215 -0.870 0.175
C 0.509 0.091 -0.142
C -0.800 -0.328 -0.858
C 0.138 1.293 1.243
I -0.318 1.138 0.137
C -0.639 -0.602 1.283
C 1.105 -2.215 -0.579
C -0.068 -0.654 1.150
Cl 0.672 -0.741 -0.488
H 1.038 1.079 0.446
H 1.050 -1.127 -1.017
H -1.748 -0.092 -0.426
H 1.092 -1.429 -0.076
H -1.345 -0.611 -0.028
H -0.030 -0.604 1.343
H 0.973 -1.240 -0.815
H 0.019 0.613 -1.643
H -0.763 1.153 0.772
H 0.367 -0.483 1.532
H 0.205 -0.915 -1.209
H -0.705 0.367 -1.449
H -1.015 1.040 0.841
H 0.210 -0.413 1.472
H 0.449 -1.054 -0.968
H -1.462 0.615 -0.378
H 0.770 -0.214 -1.140
H -1.390 0.482 -0.560
H 1.161 0.491 -1.018
H -0.076 0.891 1.426
H -0.630 0.180 0.143
H -0.019 0.154 -0.877
H -0.444 -0.995 0.869
H 1.144 0.757 0.754
H 0.371 1.589 0.174
H -0.237 -1.056 -1.415
H 0.549 -1.295 1.086
H -1.220 -1.009 -0.814
H -0.949 -0.152 -1.256
H -0.777 1.391 0.753
H -0.724 1.338 -1.139
H 0.354 1.718 -1.189
H 1.394 -0.463 0.350
H -1.124 0.916 1.022
F -0.066 0.010 0.232
C -0.463 -0.367 -0.911
C -0.002 0.210 0.140
C 0.270 -0.203 0.091
C -0.065 0.003 -0.103
C -0.158 0.275 0.051
C 0.203 -0.026 0.180
H 0.048 -0.033 0.011
H 0.069 -0.027 0.070
H 0.061 0.029 0.109
H -0.013 0.101 0.057
H -0.047 0.015 0.017
F -0.102 -0.137 -0.070
C 0.468 0.707 0.270
C 0.046 -0.195 -0.009
C -0.305 0.132 -0.113
C 0.060 0.068 0.025
C 0.245 -0.297 0.054
C -0.204 -0.034 -0.143
H -0.052 0.038 -0.029
H -0.103 -0.022 -0.030
H -0.044 -0.084 -0.026
H 0.022 -0.103 -0.022
H 0.163 -0.035 0.096
F 0.005 -0.178 0.173
C -0.103 0.596 -0.764
C 0.010 -0.046 0.218
C -0.253 -0.232 -0.088
C 0.029 0.045 -0.024
C 0.236 0.123 0.163
C -0.108 -0.189 0.074
H -0.146 -0.097 -0.068
H -0.044 -0.073 0.062
H 0.003 -0.076 0.085
H 0.074 -0.021 0.088
H 0.041 0.039 0.031
F -0.143 0.107 -0.161
C 0.480 -0.436 0.613
C -0.024 -0.004 -0.216
C -0.178 0.160 0.212
C 0.001 -0.008 0.002
C 0.109 -0.129 -0.256
C -0.155 0.142 -0.011
H -0.007 0.033 0.028
H -0.097 0.097 -0.017
H -0.063 0.058 -0.079
H -0.005 0.013 -0.118
H 0.017 -0.042 -0.047
F 0.075 -0.054 0.223
C -0.192 0.136 -0.876
C -0.053 -0.151 0.148
C 0.152 0.303 0.064
C -0.014 -0.034 -0.085
C -0.126 -0.283 0.058
C 0.080 0.116 0.173
H 0.019 0.065 0.009
H 0.054 0.056 0.084
H 0.012 -0.001 0.122
H -0.021 -0.079 0.080
H -0.006 -0.070 0.007
F 0.213 -0.161 0.070
C 0.129 1.031 0.120
C -0.133 -0.211 0.124
C 0.231 -0.073 -0.277
C 0.035 0.094 0.049
C -0.198 -0.057 0.254
C 0.040 -0.179 -0.146
H 0.038 -0.028 -0.018
H 0.013 -0.066 -0.061
H -0.059 -0.090 -0.053
H -0.045 -0.084 0.068
H -0.022 -0.005 0.059
F 0.077 -0.121 0.008
C -0.399 0.655 -0.064
C 0.115 -0.086 -0.127
C -0.090 -0.083 0.313
C 0.021 0.022 -0.026
C 0.121 -0.038 -0.218
C 0.033 -0.113 0.099
H -0.036 -0.022 0.062
H 0.024 -0.079 0.076
H 0.019 -0.112 -0.004
H 0.077 -0.074 -0.095
H 0.038 0.012 -0.057

Computed properties:
Total charge = 0
HOMO level = -9.20 eV

Here are the Mulliken charges for atoms 1 to 99, given in e: -0.57 -0.68 0.29 -0.72 -0.07 -0.64 -0.56 -0.61 -0.26 -0.34 -0.28 -0.47 0.59 -0.58 0.84 -0.62 -0.42 -0.29 -0.02 -0.90 0.00 -0.74 0.23 -0.93 -0.18 -0.02 0.29 0.17 0.43 0.36 0.43 0.31 0.13 -0.03 0.32 0.30 0.30 0.24 0.30 0.30 0.15 0.31 -0.05 0.26 0.25 0.23 0.22 0.49 -0.23 0.26 -0.10 0.41 0.42 0.20 0.29 0.39 0.24 0.22 0.21 -0.40 0.38 -0.30 -0.51 -0.42 -0.63 -0.39 0.51 0.34 0.47 0.42 0.45 -0.29 0.22 -0.43 -0.57 -0.77 -0.31 0.06 0.42 0.41 0.59 0.38 0.28 -0.31 0.01 0.04 -0.30 -0.61 -0.41 -0.47 0.47 0.42 0.38 0.36 0.43 -0.28 0.27 -0.27 -0.28